37
Properties=species:S:1:pos:R:3:nbo_charge:R:1 method="wB97M-V/def2-TZVPD" smiles="O=[PH2]OC(=O)OB(O)O.NC(N)=O.NC(N)=O.NC(N)=O" e_tot_ev=-41744.95340
O 5.84 -4.34 -2.86 -1.01
P 4.46 -3.51 -2.88 1.55
O 3.34 -4.44 -1.92 -0.73
C 1.97 -4.38 -2.46 0.98
O 1.62 -4.81 -3.70 -0.59
O 0.92 -3.85 -1.53 -0.73
B -0.32 -3.54 -2.26 1.38
O -0.37 -2.24 -3.00 -0.96
O -1.55 -4.38 -2.28 -0.93
H 4.01 -3.32 -4.26 0.00
H 4.80 -2.23 -2.24 0.00
H -0.77 -2.43 -3.91 0.51
H -1.28 -5.33 -2.53 0.51
N 1.22 0.62 -2.54 -0.86
C 1.29 1.24 -1.35 0.76
N 0.42 0.78 -0.43 -0.85
O 2.07 2.15 -1.13 -0.68
H 0.58 -0.14 -2.74 0.40
H 1.85 0.93 -3.27 0.40
H 0.44 1.22 0.48 0.44
H -0.23 0.03 -0.59 0.38
N -0.59 4.09 3.56 -0.83
C 0.19 3.29 2.81 0.78
N 1.43 3.11 3.31 -0.83
O -0.18 2.78 1.77 -0.71
H -0.30 4.52 4.42 0.39
H -1.53 4.25 3.22 0.41
H 2.06 2.52 2.77 0.41
H 1.76 3.53 4.16 0.39
N -5.18 1.33 2.99 -0.85
C -3.97 1.92 3.13 0.76
N -3.25 1.98 1.99 -0.85
O -3.57 2.35 4.19 -0.68
H -5.53 0.97 2.12 0.39
H -5.75 1.26 3.82 0.41
H -2.34 2.41 2.05 0.43
H -3.57 1.63 1.11 0.38

***

33
Properties=species:S:1:pos:R:3:lowdin_spin:R:1 method="wB97M-V/def2-TZVPD" s2=2.01 e_tot_ev=-149272.32142 spin_multiplicity=3
Ni -1.03 1.00 0.25 1.28
P 1.23 -3.87 -0.96 0.00
F 0.47 -4.19 0.41 0.00
F 1.12 -2.27 -0.63 0.00
F 2.57 -3.87 -0.05 0.00
F 2.18 -3.52 -2.28 0.00
F 1.55 -5.41 -1.41 0.00
F -0.11 -3.75 -1.79 0.00
Br -3.49 4.04 0.57 0.72
C 2.13 4.54 -1.03 0.00
O 1.79 3.24 -0.74 0.00
H 2.41 5.19 -0.20 0.00
H 2.89 4.53 -1.81 0.00
H 1.24 4.95 -1.50 0.00
H 2.61 2.88 -0.41 0.00
C 1.83 0.22 4.01 0.00
O 0.57 0.69 3.61 0.00
H 2.56 1.02 4.16 0.00
H 1.64 -0.32 4.93 0.00
H 2.32 -0.58 3.45 0.00
H 0.20 1.27 4.27 0.00
C -0.31 0.68 -4.56 0.00
O -1.26 0.59 -3.51 0.00
H -0.81 1.42 -5.17 0.00
H 0.65 1.16 -4.36 0.00
H -0.17 -0.24 -5.13 0.00
H -1.90 -0.04 -3.84 0.00
C -3.79 -1.52 2.63 0.00
O -3.50 -1.29 1.30 0.00
H -3.70 -0.56 3.14 0.00
H -4.82 -1.87 2.72 0.00
H -3.08 -2.19 3.12 0.00
H -3.98 -1.93 0.78 0.00

***

25
Properties=species:S:1:pos:R:3:nbo_charge:R:1 method="wB97M-V/def2-TZVPD" total_charge=-1 e_tot_ev=-20700.04420
I 23.52 -3.73 -37.61 -0.90
C 20.79 -5.98 -39.75 -0.24
O 21.33 -4.82 -40.32 -0.76
H 20.25 -5.76 -38.82 0.16
H 20.09 -6.42 -40.46 0.16
H 21.54 -6.74 -39.49 0.16
H 21.99 -4.47 -39.69 0.50
C 19.48 -2.48 -37.92 -0.25
O 20.06 -2.91 -36.69 -0.75
H 19.56 -3.28 -38.66 0.17
H 18.44 -2.18 -37.77 0.16
H 20.04 -1.63 -38.34 0.16
H 20.99 -3.08 -36.89 0.49
C 25.53 -6.45 -35.16 -0.25
O 24.75 -5.35 -34.71 -0.77
H 26.19 -6.76 -34.35 0.15
H 24.88 -7.29 -35.40 0.15
H 26.13 -6.16 -36.02 0.18
H 24.50 -4.84 -35.50 0.49
C 24.82 -7.03 -39.79 -0.24
O 25.67 -6.36 -38.89 -0.76
H 24.08 -7.61 -39.23 0.15
H 24.28 -6.34 -40.45 0.17
H 25.36 -7.73 -40.44 0.16
H 25.18 -5.62 -38.51 0.50